36
Properties=species:S:1:pos:R:3:mulliken_charge:R:1 method="wB97M-V/def2-TZVPD" molar_mass_da=341.8 smiles="O=C(Nc1cccc(NC(=O)c2ncn[nH]2)c1)c1cccc(Cl)c1" homo_ha=-0.3155 e_tot_ha=-1501.43996 de_lowest_ev=0.000 homo_lumo_gap_ev=8.772
O -3.22 -2.10 0.09 -0.6401
C -2.87 -0.94 0.13 0.6882
N -1.57 -0.51 0.09 -0.1229
C -0.40 -1.27 0.02 0.3507
C -0.39 -2.66 0.03 -0.6523
C 0.82 -3.33 -0.03 -0.7948
C 2.01 -2.64 -0.10 -0.7481
C 2.00 -1.25 -0.11 0.3491
N 3.23 -0.58 -0.19 -0.0974
C 3.48 0.75 -0.19 0.6825
O 2.67 1.65 -0.14 -0.7033
C 4.93 1.01 -0.28 0.2056
N 5.90 0.11 -0.33 -0.5572
C 7.02 0.86 -0.39 -0.1105
N 6.80 2.15 -0.38 -0.8380
N 5.47 2.24 -0.31 0.3195
C 0.80 -0.57 -0.05 -0.2893
C -3.86 0.18 0.22 0.4572
C -3.61 1.36 0.92 -0.5893
C -4.59 2.34 0.99 -0.6310
C -5.81 2.16 0.36 -0.4675
C -6.06 0.98 -0.32 0.2945
Cl -7.58 0.74 -1.09 -0.2157
C -5.10 -0.02 -0.38 -0.6468
H -1.42 0.49 0.06 0.1625
H -1.32 -3.20 0.09 0.5321
H 0.82 -4.41 -0.02 0.3727
H 2.95 -3.17 -0.15 0.3942
H 4.06 -1.17 -0.23 0.2554
H 8.00 0.43 -0.44 0.4620
H 5.00 3.13 -0.28 0.2572
H 0.80 0.51 -0.06 0.6049
H -2.68 1.51 1.44 0.4348
H -4.40 3.25 1.53 0.3903
H -6.57 2.93 0.41 0.4238
H -5.29 -0.94 -0.90 0.4669